Entry 1:
Formula: C4H4N2OS
Source: the OMol25 dataset
Level of theory: ωB97M-V/def2-TZVPD

Geometry as ORCA input:
```
! wB97M-V def2-TZVPD RIJCOSX def2/J DEFGRID3
* xyz 0 1
C -2.361 0.219 0.133
C 0.828 -0.859 -0.080
C 2.143 -0.225 0.026
C 2.336 1.144 -0.057
H -2.883 -0.003 1.529
H -3.127 -0.553 -0.800
H -2.297 1.667 -0.046
H 0.538 -2.023 -0.096
N -0.154 -0.003 -0.272
N 2.638 2.280 -0.109
O -1.272 -0.670 -0.223
S 3.612 -0.975 -0.004
*
```

Summary:
Energy in Eh: -737.45527
LUMO in eV: -2.0
Energy relative to the best compared isomer or geometry (same formula, charge and spin) in kcal per mole: 197.2
Kohn-Sham gap in eV: 7.51

***

Entry 2:
Formula: C4H4N4
Source: the OMol25 dataset
Level of theory: ωB97M-V/def2-TZVPD

Geometry as ORCA input:
```
! wB97M-V def2-TZVPD RIJCOSX def2/J DEFGRID3
* xyz 0 1
C -0.094 0.966 -1.158
C 1.416 -0.358 0.015
C 0.021 -0.564 0.520
C -0.837 0.144 -0.433
H -0.174 1.851 -1.892
H 1.818 1.042 -1.469
H 2.437 -0.337 0.703
H -0.791 -1.284 2.462
N 1.203 0.698 -0.796
N -0.896 -1.322 1.117
N -2.113 -0.908 0.922
N -1.992 0.072 0.010
*
```

Summary:
Energy in Eh: -373.64090
LUMO in eV: 0.2
Energy relative to the best compared isomer or geometry (same formula, charge and spin) in kcal per mole: 128.0
Kohn-Sham gap in eV: 8.37

***

Entry 3:
Formula: C4H4N4
Source: the OMol25 dataset
Level of theory: ωB97M-V/def2-TZVPD

Geometry as ORCA input:
```
! wB97M-V def2-TZVPD RIJCOSX def2/J DEFGRID3
* xyz 0 1
H 1.992 1.682 -1.321
N 1.006 1.776 -1.060
C 0.307 0.755 -0.736
C 0.969 -0.618 -0.675
N 0.830 -1.343 0.398
C -0.117 -1.033 1.369
N -1.312 -0.485 1.396
C -1.709 0.239 0.263
N -1.048 0.875 -0.625
H 1.581 -0.895 -1.568
H 0.281 -1.327 2.295
H -2.779 0.373 0.264
*
```

Summary:
Energy in Eh: -373.77094
LUMO in eV: -0.9
Energy relative to the best compared isomer or geometry (same formula, charge and spin) in kcal per mole: 46.4
SMILES string: [H]/N=c1\cncncn1
Kohn-Sham gap in eV: 8.88

***

Entry 4:
Formula: C4H4N4
Source: the OMol25 dataset
Level of theory: ωB97M-V/def2-TZVPD

Geometry as ORCA input:
```
! wB97M-V def2-TZVPD RIJCOSX def2/J DEFGRID3
* xyz 0 1
C 0.508 -2.277 0.058
C 0.181 -0.856 0.080
C -0.147 -0.145 1.130
C -0.475 1.132 -1.267
H -0.071 -0.557 2.172
H -0.043 2.016 1.956
H -0.921 1.580 -2.272
H 1.326 -0.352 -1.961
N 0.667 -3.412 0.408
N -0.465 1.201 1.066
N -0.824 1.723 -0.156
N 0.265 -0.051 -1.215
*
```

Summary:
Energy in Eh: -373.65531
LUMO in eV: 0.2
Energy relative to the best compared isomer or geometry (same formula, charge and spin) in kcal per mole: 119.0
Kohn-Sham gap in eV: 7.86

***

Entry 5:
Formula: C4H4N4O4
Source: the OMol25 dataset
Level of theory: ωB97M-V/def2-TZVPD

Geometry as ORCA input:
```
! wB97M-V def2-TZVPD RIJCOSX def2/J DEFGRID3
* xyz 0 1
O -0.788 0.769 1.555
C -1.865 0.825 1.049
N -3.087 1.162 1.614
C -3.939 1.070 0.670
O -3.477 0.717 -0.538
N -2.049 0.552 -0.394
H -5.008 1.277 0.723
H -1.973 -0.473 -0.400
N 3.735 -2.769 -0.307
C 3.124 -1.818 -0.594
C 2.453 -0.685 -1.246
O 2.352 -0.655 -2.458
N 2.008 0.281 -0.386
O 1.875 0.015 0.958
H 1.692 1.170 -0.762
H 2.710 0.311 1.350
*
```

Summary:
Energy in Eh: -674.68443
LUMO in eV: 0.2
Energy relative to the best compared isomer or geometry (same formula, charge and spin) in kcal per mole: 115.7
SMILES string: O=c1nco[nH]1.N#CC(=O)NO
Kohn-Sham gap in eV: 10.88

***

Entry 6:
Formula: C4H4N4S
Source: the OMol25 dataset
Level of theory: ωB97M-V/def2-TZVPD

Geometry as ORCA input:
```
! wB97M-V def2-TZVPD RIJCOSX def2/J DEFGRID3
* xyz 0 1
C 1.270 -3.461 -2.095
C -0.058 -2.399 -0.289
C 1.259 -0.385 -1.528
C 0.075 1.139 -0.016
N 1.651 -4.162 -2.921
N -0.326 -1.216 0.131
N 0.677 -2.608 -1.383
N 0.393 -0.211 -0.603
S 2.234 -0.014 -2.599
H -0.569 -3.161 0.196
H 0.653 1.137 0.970
H 0.481 2.053 -0.479
H -0.985 1.386 -0.025
*
```

Summary:
Energy in Eh: -771.89425
LUMO in eV: -1.0
Energy relative to the best compared isomer or geometry (same formula, charge and spin) in kcal per mole: 49.9
Kohn-Sham gap in eV: 7.73

***

Entry 7:
Formula: C4H4N5
Source: the OMol25 dataset
Level of theory: ωB97M-V/def2-TZVPD

Geometry as ORCA input:
```
! wB97M-V def2-TZVPD RIJCOSX def2/J DEFGRID3
* xyz -1 1
C 0.499 -1.741 -0.182
C -0.860 0.250 0.225
C 1.592 0.539 -0.500
C 0.396 -0.326 0.016
N 0.576 -2.895 -0.256
N -3.070 0.232 0.190
N -2.022 -0.549 0.309
N -1.349 1.553 0.009
N -2.664 1.466 0.058
H 1.186 1.579 -0.325
H 1.854 0.277 -1.485
H 2.616 0.445 0.094
H 1.246 -0.830 1.848
*
```

Summary:
Energy in Eh: -428.48898
LUMO (alpha / beta) in eV: 2.6 / 2.7
Energy relative to the best compared isomer or geometry (same formula, charge and spin) in kcal per mole: 70.3
Kohn-Sham gap (alpha / beta) in eV: 8.08 / 6.89

***

Entry 8:
Formula: C4H4N6O2
Source: the OMol25 dataset
Level of theory: ωB97M-V/def2-TZVPD

Geometry as ORCA input:
```
! wB97M-V def2-TZVPD RIJCOSX def2/J DEFGRID3
* xyz 0 1
C -1.488 -1.552 -0.649
C -0.282 0.032 -0.164
C 0.638 1.204 -0.213
C 1.522 1.729 0.782
H -2.558 -3.394 -0.867
H -2.512 -2.555 -2.302
H 0.793 0.198 1.872
H 2.018 1.423 2.781
N -2.217 -2.618 -1.416
N -1.224 -0.230 -1.092
N -0.019 -0.905 0.817
N 0.843 2.009 -1.276
N 2.144 2.764 0.279
N 1.674 0.987 1.943
O -1.092 -1.851 0.594
O 1.760 2.759 -1.088
*
```

Summary:
Energy in Eh: -633.65873
LUMO in eV: 0.1
Energy relative to the best compared isomer or geometry (same formula, charge and spin) in kcal per mole: 66.4
Kohn-Sham gap in eV: 9.55

***

Entry 9:
Formula: C4H4NO
Source: the OMol25 dataset
Level of theory: ωB97M-V/def2-TZVPD

Geometry as ORCA input:
```
! wB97M-V def2-TZVPD RIJCOSX def2/J DEFGRID3
* xyz 1 1
N 0.991 -1.346 1.875
C 0.528 -1.030 0.849
C 0.118 -0.593 -0.444
C -0.070 0.702 -0.844
C 0.285 1.860 -0.108
O 1.212 2.532 -0.500
H 0.848 -1.885 2.742
H -0.228 -1.416 -0.968
H -0.314 0.861 -1.874
H -0.264 2.057 0.719
*
```

Summary:
Energy in Eh: -284.43613
LUMO in eV: -6.5
Energy relative to the best compared isomer or geometry (same formula, charge and spin) in kcal per mole: 12.5
SMILES string: [NH+]#C/C=C\C=O
Kohn-Sham gap in eV: 8.56

***

Entry 10:
Formula: C4H4NO
Source: the OMol25 dataset
Level of theory: ωB97M-V/def2-TZVPD

Geometry as ORCA input:
```
! wB97M-V def2-TZVPD RIJCOSX def2/J DEFGRID3
* xyz 1 1
C -1.422 1.026 -0.285
C -0.219 0.823 0.057
C 1.114 0.416 0.447
N 0.408 -0.860 0.285
C 0.381 -2.029 -0.031
O 0.312 -3.125 -0.303
H -1.714 2.047 -0.737
H -2.331 0.519 -0.640
H 1.924 0.658 -0.338
H 1.547 0.526 1.544
*
```

Summary:
Energy in Eh: -284.38913
LUMO in eV: -5.7
Energy relative to the best compared isomer or geometry (same formula, charge and spin) in kcal per mole: 42.0
SMILES string: C=C1C[N+]1=C=O
Kohn-Sham gap in eV: 10.62

***

Entry 11:
Formula: C4H4NO2S3
Source: the OMol25 dataset
Level of theory: ωB97M-V/def2-TZVPD

Geometry as ORCA input:
```
! wB97M-V def2-TZVPD RIJCOSX def2/J DEFGRID3
* xyz -1 1
C 0.689 -2.027 1.483
C 0.786 -0.272 0.128
C 2.161 -0.425 0.032
C 0.258 0.884 -0.702
N -0.052 -1.123 0.872
O -2.687 -1.662 0.246
O -1.799 -2.373 2.331
S -2.625 0.438 2.128
S 2.334 -1.785 1.101
S -1.990 -1.275 1.462
H 0.353 -2.604 2.257
H 0.973 1.587 -0.976
H -0.162 0.634 -1.621
H -0.646 1.482 -0.394
*
```

Summary:
Energy in Eh: -1554.59281
LUMO in eV: 3.2
Energy relative to the best compared isomer or geometry (same formula, charge and spin) in kcal per mole: 33.9
Kohn-Sham gap in eV: 8.20

***

Entry 12:
Formula: C4H4NO3P
Source: the OMol25 dataset
Level of theory: ωB97M-V/def2-TZVPD

Geometry as ORCA input:
```
! wB97M-V def2-TZVPD RIJCOSX def2/J DEFGRID3
* xyz -2 1
C -2.085 2.719 -0.843
C -1.421 0.309 -0.517
C -1.471 1.591 -0.285
C 2.044 -0.356 0.161
N -2.577 3.810 -1.023
O 4.477 -0.421 1.855
O 2.895 -1.550 -0.052
O 4.429 0.503 -0.481
P 3.737 -0.284 0.577
H -0.779 -0.327 0.033
H -1.975 -0.320 -1.305
H 1.313 -0.846 0.797
H 1.653 -0.007 -0.753
*
```

Summary:
Energy in Eh: -776.61269
LUMO in eV: 6.4
Energy relative to the best compared isomer or geometry (same formula, charge and spin) in kcal per mole: 45.7
Kohn-Sham gap in eV: 6.52

***

Question: What is the energy relative to the best compared isomer or geometry (same formula, charge and spin) in the fourth record?
Answer: 119.0 kcal per mole